A structure of composition C3H3NaO3Rb at a distorted geometry, computed with ωB97M-V/def2-TZVPD.

Geometry (Å):
O -0.7174 -1.1037 0.0434
C 0.4815 -0.7911 0.1293
C -1.7220 0.4736 -0.0463
O 1.5688 -1.2956 -0.0070
O 0.5230 1.0090 0.0807
C -0.7018 1.5301 -0.0282
Rb 3.1586 -4.6898 -0.0054
H -2.3666 0.4082 0.8376
H -2.2251 0.3295 -1.0081
H -0.8999 2.5582 0.2820
Na 2.9008 1.5716 -0.2781

Lowest unoccupied orbital energy (spin up / spin down) (eV): -6.91 / -6.90
Energy above the lowest of the compared OMol25 structures with the same formula, charge and spin (kcal/mol): 47.4
Net charge: +2
Multiplicity: 2
Frontier orbital gap (spin up / spin down) (eV): 6.9 / 11.2
Molar mass (g/mol): 195.512

In the natural (NBO) picture, each atom carries the following charge in e: -0.50, 1.05, -0.01, -0.62, -0.70, 0.07, 1.00, 0.24, 0.24, 0.22, 0.99